12
Properties=species:S:1:pos:R:3:forces:R:3:mulliken_spin:R:1 method="wB97M-V/def2-TZVPD" homo_lumo_gap_ev="7.861 / 8.117" mol_weight_g_mol=123.6 homo_energy_ha="-0.317 / -0.352" relative_energy_kj_mol=0.00 spin_multiplicity=3 fmax_ev_per_a=3.29
C 2.383262 0.025908 0.716995 0.226 0.140 -0.035 0.61
C -0.783492 0.282507 -1.015865 0.023 1.262 -2.085 0.04
C -1.213810 -0.523353 0.134477 -3.231 0.206 0.581 -0.04
N -0.743999 -0.301130 1.441043 1.289 1.160 0.525 0.90
S 2.238300 1.496959 1.210594 -0.049 0.279 0.117 0.29
Cl 3.676723 -0.847933 0.130639 0.169 -0.347 -0.142 0.10
H -0.778453 1.355113 -0.781874 -0.381 -0.108 -0.252 -0.01
H 0.214835 0.093694 -1.415670 0.216 -0.357 0.453 0.00
H -1.445157 0.047282 -1.897782 0.417 0.595 0.862 0.00
H -2.437756 -0.569122 0.157922 2.409 0.605 0.283 0.09
H -1.124815 -1.528605 -0.150493 0.610 -2.037 0.029 0.06
H 0.014363 0.468681 1.470014 -1.698 -1.396 -0.335 -0.03